ORCA calculation (ωB97M-V/def2-TZVPD) on a 8-piece molecular cluster, C22H63N3O13 overall at a distorted geometry.

The HOMO energy is -0.3371 Eh. For the calculated total energy, the calculation gives -2018.2230 Eh. The calculation puts the energy relative to the best compared isomer or geometry (same formula, charge and spin) at 141.7 kJ/mol. Its largest force on an atom is 3.53 eV/Å. For the HOMO-LUMO gap, the calculation gives 9.40 eV.

Bonds (Å) are listed after each position.
Positions of all 101 atoms, in Å:
1 O -0.66 3.64 1.32  C31 1.400, H71 0.957
2 O -0.51 -2.06 -2.82  C28 1.404, H96 0.952
3 O -4.38 3.99 0.24  C25 1.440, H64 0.967
4 O 2.82 0.75 -4.68  C17 1.440, H79 0.952
5 O -4.98 -1.30 0.17  C30 1.480, C36 1.415
6 O -0.86 -3.84 1.44  C32 1.430, C33 1.384
7 O -1.09 0.11 -1.32  C18 1.397, H44 0.967
8 O -0.58 1.40 -5.67  C24 1.431, H89 0.967
9 O -3.43 4.13 -2.38  C23 1.492, H88 1.005
10 O 0.24 2.45 3.80  C26 1.493, H54 0.969
11 O 1.02 -4.19 -3.17  C27 1.401, H40 0.985
12 O 1.63 -0.14 -1.97  C29 1.414, H53 0.971
13 O 5.12 2.86 1.75  C35 1.440, C37 1.375
14 N -3.61 1.15 -0.25  C38 1.490, H62 1.014, H63 1.016
15 N 1.98 -5.57 -0.19  C20 1.430, H66 1.008, H80 1.018
16 N 6.32 -0.38 3.12  C19 1.452, H47 1.006, H81 1.005
17 C 1.70 1.54 -5.14  O4 1.440, C24 1.513, H39 1.150, H70 1.118
18 C -0.20 1.15 -1.04  O7 1.397, C29 1.517, H77 1.109, H101 1.090
19 C 5.60 0.49 2.21  N16 1.452, C34 1.530, C35 1.540, H43 1.108
20 C 0.88 -5.35 0.70  N15 1.430, C21 1.524, C32 1.498, H56 1.092
21 C 1.17 -6.16 1.95  C20 1.524, H45 1.147, H87 1.063, H100 1.063
22 C -3.18 1.38 2.19  C38 1.554, H75 1.082, H91 1.144, H99 1.067
23 C -2.54 4.65 -1.31  O9 1.492, C25 1.513, H49 1.094, H93 1.109
24 C 0.56 0.58 -5.39  O8 1.431, C17 1.513, H72 1.097, H92 1.057
25 C -3.47 5.03 -0.18  O3 1.440, C23 1.513, H48 1.087, H52 1.094
26 C 0.89 2.19 2.48  O10 1.493, C31 1.535, H61 1.112, H85 1.113
27 C -0.34 -4.25 -3.48  O11 1.401, C28 1.458, H55 1.120, H68 1.048
28 C -1.04 -3.34 -2.58  O2 1.404, C27 1.458, H84 1.113, H86 1.095
29 C 1.18 0.55 -0.82  O12 1.414, C18 1.517, H58 1.086, H94 1.065
30 C -4.83 -0.32 1.26  O5 1.480, C38 1.462, H69 1.103, H90 1.104
31 C 0.70 3.41 1.56  O1 1.400, C26 1.535, H50 1.070, H83 1.073
32 C 0.50 -3.93 1.02  O6 1.430, C20 1.498, H59 1.080, H65 1.099
33 C -1.17 -2.62 2.03  O6 1.384, H42 1.106, H67 1.110, H98 1.124
34 C 4.27 -0.10 1.75  C19 1.530, H41 1.106, H73 1.083, H74 1.075
35 C 5.57 1.93 2.75  O13 1.440, C19 1.540, H60 1.093, H82 1.097
36 C -5.90 -2.32 0.49  O5 1.415, H46 1.098, H51 1.152, H57 1.105
37 C 4.35 3.91 2.20  O13 1.375, H78 1.130, H95 1.089, H97 1.085
38 C -3.59 0.42 1.04  N14 1.490, C22 1.554, C30 1.462, H76 1.100
39 H 1.31 2.34 -4.41  C17 1.150
40 H 1.28 -3.25 -3.33  O11 0.985
41 H 3.67 -0.04 2.67  C34 1.106
42 H -0.82 -1.76 1.43  C33 1.106
43 H 6.24 0.51 1.31  C19 1.108
44 H -1.98 0.38 -1.05  O7 0.967
45 H 0.30 -6.21 2.70  C21 1.147
46 H -6.38 -2.68 -0.44  C36 1.098
47 H 6.71 -1.14 2.58  N16 1.006
48 H -2.91 5.13 0.75  C25 1.087
49 H -2.11 5.58 -1.71  C23 1.094
50 H 1.10 3.27 0.58  C31 1.070
51 H -6.83 -1.89 1.01  C36 1.152
52 H -4.05 5.94 -0.37  C25 1.094
53 H 1.09 -0.94 -2.05  O12 0.971
54 H 0.04 1.60 4.21  O10 0.969
55 H -0.67 -5.28 -3.19  C27 1.120
56 H -0.04 -5.72 0.24  C20 1.092
57 H -5.47 -3.11 1.13  C36 1.105
58 H 1.16 -0.12 0.03  C29 1.086
59 H 1.05 -3.54 1.87  C32 1.080
60 H 6.61 2.19 3.00  C35 1.093
61 H 0.41 1.36 1.93  C26 1.112
62 H -3.93 2.11 -0.16  N14 1.014
63 H -4.14 0.61 -0.93  N14 1.016
64 H -4.99 3.78 -0.48  O3 0.967
65 H 0.67 -3.34 0.11  C32 1.099
66 H 2.88 -5.35 0.20  N15 1.008
67 H -2.23 -2.48 2.31  C33 1.110
68 H -0.60 -4.11 -4.48  C27 1.048
69 H -4.86 -0.83 2.23  C30 1.103
70 H 1.98 2.10 -6.07  C17 1.118
71 H -1.00 3.83 2.20  O1 0.957
72 H 0.38 0.04 -4.45  C24 1.097
73 H 3.78 0.51 1.00  C34 1.083
74 H 4.32 -1.16 1.54  C34 1.075
75 H -2.32 1.92 1.81  C22 1.082
76 H -2.80 -0.34 0.95  C38 1.100
77 H -0.54 1.73 -0.16  C18 1.109
78 H 5.02 4.65 2.73  C37 1.130
79 H 2.64 0.46 -3.79  O4 0.952
80 H 1.83 -5.06 -1.06  N15 1.018
81 H 5.75 -0.86 3.79  N16 1.005
82 H 4.90 2.07 3.60  C35 1.097
83 H 1.16 4.24 2.05  C31 1.073
84 H -2.13 -3.48 -2.78  C28 1.113
85 H 1.99 2.04 2.61  C26 1.113
86 H -0.88 -3.51 -1.51  C28 1.095
87 H 2.02 -5.80 2.48  C21 1.063
88 H -2.82 3.61 -2.98  O9 1.005
89 H -1.29 0.85 -6.04  O8 0.967
90 H -5.68 0.39 1.22  C30 1.104
91 H -4.01 2.16 2.36  C22 1.144
92 H 0.80 -0.07 -6.18  C24 1.057
93 H -1.83 3.86 -0.98  C23 1.109
94 H 1.84 1.36 -0.61  C29 1.065
95 H 3.99 4.40 1.29  C37 1.089
96 H -0.91 -1.36 -2.31  O2 0.952
97 H 3.49 3.62 2.78  C37 1.085
98 H -0.68 -2.53 3.03  C33 1.124
99 H -2.81 0.81 3.01  C22 1.067
100 H 1.34 -7.14 1.58  C21 1.063
101 H -0.16 1.81 -1.91  C18 1.090